Entry from the OMol25 dataset: a cluster of 16 separate species, C81H205N11O27 in total at a distorted geometry (ωB97M-V/def2-TZVPD).

The value obtained for the frontier orbital gap is 8.660 eV. Its relative energy (zero: lowest compared OMol25 entry of this formula, charge and spin) is 1.173 eV.

Geometry (Å):
C (5.11, 1.14, -5.41)
C (5.66, 1.74, -6.63)
C (4.61, 2.14, -7.67)
O (6.36, 2.90, -6.20)
H (5.95, 0.89, -4.75)
H (4.56, 0.24, -5.66)
H (4.46, 1.86, -4.95)
H (6.39, 1.11, -7.12)
H (4.00, 2.94, -7.30)
H (3.99, 1.30, -8.04)
H (5.14, 2.56, -8.54)
H (6.67, 3.33, -7.01)
C (7.75, -1.67, -2.57)
C (6.72, -2.76, -2.69)
C (5.39, -2.37, -3.25)
O (7.23, -3.81, -3.58)
H (7.39, -0.78, -2.04)
H (8.02, -1.32, -3.57)
H (8.64, -2.02, -2.05)
H (6.44, -3.18, -1.70)
H (4.75, -3.24, -3.39)
H (5.51, -1.92, -4.23)
H (4.88, -1.72, -2.57)
H (8.12, -4.12, -3.31)
C (-2.93, -2.13, 0.50)
C (-2.23, -3.12, -0.41)
C (-0.82, -2.64, -0.75)
O (-2.23, -4.36, 0.28)
H (-3.07, -1.15, 0.07)
H (-2.31, -1.98, 1.38)
H (-3.94, -2.48, 0.82)
H (-2.80, -3.22, -1.36)
H (-0.16, -3.50, -1.01)
H (-0.31, -2.01, -0.03)
H (-0.89, -1.98, -1.64)
H (-1.52, -5.04, 0.05)
C (-3.31, -3.74, -5.43)
C (-4.08, -3.21, -4.25)
C (-3.70, -1.89, -3.65)
O (-5.44, -3.16, -4.70)
H (-2.25, -3.85, -5.19)
H (-3.38, -3.02, -6.26)
H (-3.66, -4.70, -5.72)
H (-4.01, -3.98, -3.49)
H (-2.63, -1.70, -3.50)
H (-4.25, -1.80, -2.70)
H (-4.18, -1.16, -4.29)
H (-5.97, -3.28, -3.90)
C (3.79, -4.04, -0.41)
C (2.76, -5.11, -0.76)
C (2.83, -5.63, -2.23)
O (3.06, -6.18, 0.16)
H (3.68, -3.12, -1.01)
H (4.80, -4.40, -0.56)
H (3.64, -3.73, 0.63)
H (1.76, -4.71, -0.59)
H (2.69, -4.73, -2.87)
H (2.04, -6.36, -2.44)
H (3.80, -6.06, -2.50)
H (2.63, -6.98, -0.15)
C (1.70, -7.51, 8.96)
O (1.56, -6.34, 8.24)
C (2.82, -5.93, 7.81)
C (2.74, -4.63, 7.09)
N (2.28, -4.78, 5.72)
C (0.84, -4.59, 5.51)
C (0.50, -4.57, 4.03)
O (1.07, -3.42, 3.47)
C (0.96, -3.40, 2.06)
H (0.76, -7.88, 9.36)
H (2.45, -7.39, 9.77)
H (2.16, -8.31, 8.34)
H (3.24, -6.69, 7.11)
H (3.50, -5.85, 8.65)
H (3.68, -4.07, 7.13)
H (2.03, -3.96, 7.64)
H (2.80, -4.15, 5.13)
H (0.44, -3.67, 5.96)
H (0.23, -5.39, 5.98)
H (-0.58, -4.50, 3.97)
H (0.83, -5.44, 3.47)
H (1.16, -2.37, 1.78)
H (-0.08, -3.72, 1.75)
H (1.66, -4.14, 1.66)
C (-4.34, 12.35, 2.01)
O (-3.56, 11.32, 1.45)
C (-3.91, 10.99, 0.15)
C (-3.16, 9.76, -0.26)
N (-3.58, 8.70, 0.59)
C (-2.73, 7.50, 0.52)
C (-3.23, 6.58, -0.63)
O (-2.59, 5.34, -0.59)
C (-3.01, 4.56, -1.69)
H (-3.97, 12.40, 3.05)
H (-5.42, 12.13, 1.99)
H (-4.21, 13.30, 1.45)
H (-3.78, 11.85, -0.53)
H (-5.00, 10.81, 0.11)
H (-2.05, 10.05, -0.33)
H (-3.44, 9.55, -1.31)
H (-3.68, 9.06, 1.51)
H (-2.84, 6.85, 1.39)
H (-1.64, 7.73, 0.44)
H (-3.00, 7.02, -1.60)
H (-4.31, 6.45, -0.50)
H (-2.60, 3.56, -1.52)
H (-2.59, 4.93, -2.65)
H (-4.09, 4.55, -1.76)
C (-7.34, -2.81, 7.68)
O (-6.60, -1.63, 7.76)
C (-5.66, -1.62, 8.81)
C (-4.75, -0.40, 8.63)
N (-3.73, -0.57, 7.58)
C (-2.59, -1.46, 7.92)
C (-1.63, -1.42, 6.71)
O (-2.36, -1.93, 5.57)
C (-1.78, -1.49, 4.39)
H (-6.70, -3.69, 7.52)
H (-7.89, -2.63, 6.76)
H (-7.99, -2.89, 8.56)
H (-5.01, -2.50, 8.82)
H (-6.26, -1.61, 9.76)
H (-4.16, -0.17, 9.51)
H (-5.38, 0.45, 8.39)
H (-4.20, -0.99, 6.78)
H (-2.80, -2.49, 8.19)
H (-2.14, -0.97, 8.77)
H (-0.69, -1.97, 6.91)
H (-1.27, -0.40, 6.54)
H (-2.49, -1.83, 3.65)
H (-0.77, -1.87, 4.27)
H (-1.79, -0.39, 4.34)
C (4.69, 2.70, 3.55)
O (4.81, 3.84, 2.76)
C (3.49, 4.44, 2.58)
C (3.44, 5.28, 1.33)
N (3.46, 4.39, 0.19)
C (3.24, 5.04, -1.08)
C (4.34, 6.08, -1.57)
O (5.65, 5.55, -1.50)
C (5.83, 4.63, -2.55)
H (3.91, 2.05, 3.13)
H (4.39, 3.02, 4.59)
H (5.66, 2.23, 3.61)
H (3.22, 4.96, 3.51)
H (2.80, 3.64, 2.46)
H (4.30, 5.98, 1.29)
H (2.52, 5.90, 1.34)
H (4.37, 3.98, 0.12)
H (2.35, 5.64, -0.90)
H (3.04, 4.28, -1.87)
H (4.30, 6.90, -0.83)
H (4.12, 6.51, -2.59)
H (6.83, 4.19, -2.41)
H (5.77, 5.07, -3.56)
H (5.07, 3.89, -2.52)
C (4.45, -2.17, 3.56)
O (4.67, -2.32, 4.96)
C (4.53, -1.09, 5.65)
C (3.22, -0.88, 6.36)
N (2.02, -0.81, 5.53)
C (1.92, 0.33, 4.60)
C (0.97, 1.38, 4.99)
O (1.35, 1.95, 6.20)
C (0.63, 1.53, 7.35)
H (5.23, -1.58, 3.11)
H (3.43, -1.80, 3.37)
H (4.53, -3.20, 3.21)
H (4.69, -0.22, 4.98)
H (5.39, -0.99, 6.35)
H (3.29, 0.04, 6.97)
H (3.09, -1.71, 7.05)
H (1.89, -1.67, 5.03)
H (1.64, 0.07, 3.59)
H (2.92, 0.76, 4.64)
H (-0.02, 0.97, 5.18)
H (0.96, 2.13, 4.18)
H (-0.44, 1.76, 7.21)
H (1.08, 2.14, 8.15)
H (0.83, 0.52, 7.73)
C (-0.57, -6.63, -4.30)
O (-0.60, -7.28, -3.05)
C (-1.84, -7.06, -2.39)
C (-1.68, -7.66, -1.01)
N (-0.72, -6.86, -0.30)
C (-0.25, -7.28, 1.01)
C (0.38, -8.67, 0.92)
O (1.31, -8.69, -0.14)
C (2.09, -9.83, -0.32)
H (-0.43, -5.55, -4.21)
H (-1.44, -6.88, -4.95)
H (0.31, -6.98, -4.83)
H (-2.66, -7.51, -2.96)
H (-1.99, -6.00, -2.35)
H (-1.45, -8.74, -1.14)
H (-2.64, -7.55, -0.51)
H (0.05, -6.73, -0.93)
H (-1.03, -7.21, 1.74)
H (0.55, -6.63, 1.31)
H (-0.32, -9.51, 0.76)
H (0.93, -8.91, 1.83)
H (2.74, -10.06, 0.54)
H (2.63, -9.74, -1.26)
H (1.44, -10.74, -0.41)
C (1.63, -6.58, -12.35)
O (0.25, -6.30, -12.24)
C (-0.16, -5.03, -12.74)
C (0.37, -3.80, -11.92)
N (0.06, -3.78, -10.47)
C (-1.34, -3.79, -10.15)
C (-1.53, -3.99, -8.64)
O (-0.88, -5.13, -8.18)
C (-1.50, -6.33, -8.54)
H (2.29, -6.11, -11.59)
H (2.04, -6.25, -13.32)
H (1.75, -7.64, -12.19)
H (-1.24, -5.12, -12.74)
H (0.23, -4.98, -13.76)
H (-0.10, -2.94, -12.40)
H (1.47, -3.75, -12.01)
H (0.52, -4.58, -10.06)
H (-1.92, -4.58, -10.70)
H (-1.82, -2.82, -10.38)
H (-2.55, -4.00, -8.28)
H (-1.05, -3.15, -8.16)
H (-1.31, -7.13, -7.79)
H (-1.17, -6.79, -9.47)
H (-2.59, -6.26, -8.56)
C (-4.48, 3.29, 1.34)
O (-4.70, 2.13, 2.15)
C (-5.16, 1.01, 1.52)
C (-5.51, 0.01, 2.61)
N (-6.52, 0.65, 3.55)
C (-6.71, -0.19, 4.73)
C (-7.75, 0.43, 5.60)
O (-7.13, 1.58, 6.21)
C (-7.97, 2.20, 7.08)
H (-4.51, 4.17, 2.01)
H (-5.32, 3.35, 0.65)
H (-3.55, 3.27, 0.79)
H (-4.46, 0.60, 0.76)
H (-6.15, 1.17, 1.01)
H (-4.63, -0.31, 3.20)
H (-6.07, -0.82, 2.19)
H (-6.12, 1.55, 3.81)
H (-5.76, -0.34, 5.30)
H (-6.97, -1.22, 4.41)
H (-7.93, -0.33, 6.32)
H (-8.71, 0.65, 5.06)
H (-8.25, 1.64, 7.97)
H (-8.88, 2.62, 6.66)
H (-7.43, 3.08, 7.51)
C (-1.00, 5.75, -9.63)
O (-1.51, 5.40, -8.36)
C (-1.47, 6.54, -7.51)
C (-2.02, 6.15, -6.15)
N (-1.41, 4.92, -5.62)
C (-2.06, 3.70, -6.04)
C (-1.43, 2.54, -5.37)
O (-1.90, 2.46, -4.02)
C (-1.23, 1.39, -3.35)
H (0.08, 5.94, -9.56)
H (-1.44, 6.65, -10.03)
H (-1.19, 4.93, -10.35)
H (-1.92, 7.41, -8.03)
H (-0.43, 6.78, -7.32)
H (-3.12, 5.98, -6.10)
H (-1.87, 6.96, -5.41)
H (-1.24, 4.99, -4.61)
H (-1.88, 3.55, -7.09)
H (-3.14, 3.76, -5.90)
H (-0.32, 2.68, -5.32)
H (-1.55, 1.54, -5.80)
H (-0.18, 1.61, -3.18)
H (-1.26, 0.51, -3.95)
H (-1.74, 1.23, -2.39)
C (1.12, -2.70, -3.99)
O (1.81, -1.89, -3.04)
C (2.27, -0.73, -3.71)
C (2.89, 0.14, -2.66)
N (1.83, 0.68, -1.80)
C (2.35, 1.33, -0.58)
C (1.17, 1.77, 0.30)
O (0.39, 0.61, 0.68)
C (-0.89, 1.03, 1.13)
H (0.48, -2.06, -4.63)
H (0.47, -3.38, -3.41)
H (1.85, -3.19, -4.59)
H (1.49, -0.18, -4.27)
H (3.06, -0.96, -4.46)
H (3.43, 0.99, -3.12)
H (3.57, -0.50, -2.09)
H (1.27, -0.13, -1.51)
H (2.89, 2.23, -0.90)
H (3.04, 0.72, 0.04)
H (0.54, 2.44, -0.27)
H (1.48, 2.27, 1.22)
H (-1.60, 0.20, 1.21)
H (-1.20, 1.85, 0.51)
H (-0.79, 1.51, 2.12)
C (3.90, 9.29, 4.21)
O (3.38, 8.03, 4.49)
C (2.76, 8.03, 5.76)
C (2.18, 6.65, 5.96)
N (1.08, 6.48, 5.07)
C (0.27, 5.35, 5.43)
C (-0.66, 5.09, 4.26)
O (0.21, 4.80, 3.16)
C (-0.61, 4.87, 1.98)
H (4.34, 9.26, 3.20)
H (4.68, 9.55, 4.98)
H (3.06, 10.00, 4.18)
H (1.99, 8.80, 5.84)
H (3.46, 8.37, 6.53)
H (1.77, 6.57, 6.95)
H (2.93, 5.86, 5.83)
H (1.41, 6.30, 4.12)
H (-0.28, 5.52, 6.36)
H (0.85, 4.44, 5.63)
H (-1.16, 6.03, 4.06)
H (-1.41, 4.31, 4.37)
H (-1.50, 4.22, 2.14)
H (-0.01, 4.50, 1.15)
H (-0.99, 5.89, 1.81)

Löwdin atomic charge list, values in e, 8 entries: number 1, C, carries -0.07; number 2, C, carries -0.52; number 3, C, carries -0.05; number 4, O, carries -0.06; number 5, H, carries 0.09; number 6, H, carries 0.07; number 7, H, carries 0.08; number 8, H, carries 0.13